The following is a DFT calculation (wB97M-V/def2-TZVPD) of C28H39ClN3O2PS2Se2Y as an isolated structure.

Values from the calculation:
- Charge: -1
- Kohn-Sham gap: 0.2535 Eh
- E_HOMO: -4.456 eV
- Relative energy (zero: lowest compared OMol25 entry of this formula, charge and spin): 12.9 kcal per mole

Cartesian coordinates (Å):
Y  0.43406  -1.56508  0.34510
N  -1.72726  -1.18450  1.52349
C  -1.64669  -1.20537  2.98863
C  -0.70159  -2.29624  3.47504
N  0.61995  -2.25009  2.83488
C  1.63831  -1.45531  3.52312
C  1.42862  0.03637  3.30668
N  1.15357  0.33183  1.89114
H  -2.12320  -0.29372  1.22635
H  -2.32196  -1.93062  1.16393
H  -2.62641  -1.37076  3.45042
H  -1.31393  -0.21697  3.30157
H  -1.13226  -3.26666  3.22653
H  -0.61222  -2.22887  4.56805
H  0.95212  -3.20526  2.74541
H  2.60025  -1.73855  3.10012
H  1.66014  -1.66870  4.60110
H  2.31169  0.57053  3.66570
H  0.58183  0.38871  3.89883
H  1.97484  0.72572  1.43705
H  0.42509  1.04572  1.84564
O  -2.92966  -2.60781  -0.92048
C  -2.94933  -3.63444  -1.89589
C  -1.73509  -4.57714  -1.91015
C  -2.19163  -5.75126  -2.79798
O  -1.18981  -6.72815  -3.04023
C  -1.46683  -5.15526  -0.51135
Se  -0.12576  -4.32648  0.65569
C  -0.48073  -3.96518  -2.56991
Se  -0.21017  -2.01693  -2.41147
H  -2.23745  -1.99440  -1.24107
H  -3.06804  -3.19725  -2.89526
H  -3.84139  -4.23328  -1.68495
H  -2.57005  -5.35348  -3.74995
H  -3.01011  -6.28336  -2.30644
H  -0.38383  -6.26398  -3.29238
H  -1.12897  -6.18376  -0.63109
H  -2.40672  -5.17795  0.04262
H  -0.52939  -4.12883  -3.65096
H  0.40968  -4.45937  -2.18124
Cl  4.88712  -0.58383  2.27307
C  4.25180  0.15848  0.80999
C  4.60348  1.47925  0.57876
C  4.16049  2.12838  -0.56187
C  3.38127  1.41446  -1.46646
C  3.04342  0.09875  -1.22402
C  3.43655  -0.59752  -0.05544
C  2.90978  -1.91833  0.22309
H  5.22582  1.98911  1.30331
H  4.41180  3.16537  -0.73676
H  3.01634  1.89545  -2.36592
H  2.42915  -0.43485  -1.94352
H  3.45170  -2.48545  0.97608
H  2.80506  -2.51097  -0.69210
S  -1.61631  2.31562  1.94378
P  -0.98319  2.53446  0.07132
S  -0.49335  0.90985  -0.99338
C  -2.24420  3.45695  -0.87959
C  -2.65376  4.69989  -0.39855
C  -3.60513  5.43360  -1.08555
C  -4.16124  4.92821  -2.25603
C  -3.75983  3.69112  -2.73277
C  -2.79899  2.95504  -2.04753
C  0.43251  3.69244  0.01972
C  0.91617  4.09819  -1.22342
C  1.97832  4.98237  -1.30225
C  2.57901  5.45407  -0.14030
C  2.11162  5.03984  1.09601
C  1.03297  4.16579  1.17710
H  -2.22920  5.08288  0.52215
H  -3.91778  6.39897  -0.70720
H  -4.90831  5.50044  -2.79226
H  -4.19206  3.29152  -3.64157
H  -2.47663  1.98831  -2.41370
H  0.46031  3.71198  -2.12782
H  2.34578  5.29751  -2.27115
H  3.41548  6.13948  -0.20292
H  2.58117  5.39831  2.00374
H  0.64318  3.85100  2.13768

Force components x, y, z for each atom (eV/Å):
Y 0.1 0.2 0.1
N -0.1 0.0 0.1
C 0.0 0.0 0.0
C 0.0 0.0 0.0
N 0.0 0.0 0.0
C 0.0 0.0 0.0
C 0.0 0.0 0.0
N 0.0 0.1 0.0
H 0.0 0.0 0.0
H 0.0 0.0 0.0
H 0.0 0.0 0.0
H 0.0 0.0 0.0
H 0.0 0.0 0.0
H 0.0 0.0 0.0
H 0.0 0.0 0.0
H 0.0 0.0 0.0
H 0.0 0.0 0.0
H 0.0 0.0 0.0
H 0.0 0.0 0.0
H 0.0 0.0 0.0
H 0.0 0.0 0.0
O 0.0 0.0 0.0
C 0.0 0.0 0.0
C 0.1 0.0 0.0
C 0.0 0.0 0.0
O 0.0 0.0 0.0
C -0.1 0.0 0.0
Se 0.0 -0.1 0.0
C -0.1 0.0 0.0
Se 0.0 0.0 -0.1
H 0.0 0.0 0.0
H 0.0 0.0 0.0
H 0.0 0.0 0.0
H 0.0 0.0 0.0
H 0.0 0.0 0.0
H 0.0 0.0 0.0
H 0.0 0.0 0.0
H 0.0 0.0 0.0
H 0.0 0.0 0.0
H 0.0 0.0 0.0
Cl 0.0 0.0 0.0
C 0.0 0.0 0.0
C 0.0 0.0 0.0
C 0.0 0.0 0.0
C 0.0 0.0 0.0
C 0.0 0.0 0.0
C 0.1 0.0 0.0
C 0.1 -0.1 0.0
H 0.0 0.0 0.0
H 0.0 0.0 0.0
H 0.0 0.0 0.0
H 0.0 0.0 0.0
H 0.0 0.0 0.0
H 0.0 0.0 0.0
S 0.0 0.0 0.0
P 0.0 0.0 0.0
S -0.1 0.0 0.0
C 0.0 0.0 0.0
C 0.0 0.0 0.0
C 0.0 0.0 0.0
C 0.0 0.0 0.0
C 0.0 0.0 0.0
C 0.0 0.0 0.0
C 0.0 0.0 0.0
C 0.0 0.0 0.0
C 0.0 0.0 0.0
C 0.0 0.0 0.0
C 0.0 0.0 0.0
C 0.0 0.0 0.0
H 0.0 0.0 0.0
H 0.0 0.0 0.0
H 0.0 0.0 0.0
H 0.0 0.0 0.0
H 0.0 0.0 0.0
H 0.0 0.0 0.0
H 0.0 0.0 0.0
H 0.0 0.0 0.0
H 0.0 0.0 0.0
H 0.0 0.0 0.0

---

The following is a DFT calculation (wB97M-V/def2-TZVPD) of C28H39ClN3O2PS2Se2Y as an isolated structure.

Values from the calculation:
- Charge: -1
- Kohn-Sham gap: 0.2273 Eh
- E_HOMO: -3.819 eV
- Relative energy (zero: lowest compared OMol25 entry of this formula, charge and spin): 27.3 kcal per mole

Cartesian coordinates (Å):
Y  -0.17641  1.40133  0.66762
N  1.85854  1.06874  -0.85699
C  1.66885  0.97307  -2.30510
C  0.35095  1.63147  -2.67684
N  -0.74710  1.09746  -1.85502
C  -1.15817  -0.28098  -2.19428
C  -0.62500  -1.33165  -1.23450
N  -0.92822  -0.93145  0.14541
H  2.47689  0.34246  -0.50697
H  2.27426  1.95610  -0.57425
H  2.48502  1.42645  -2.87602
H  1.64571  -0.08494  -2.57273
H  0.40782  2.70709  -2.48309
H  0.14968  1.50310  -3.74751
H  -1.56954  1.66509  -2.05311
H  -2.25062  -0.28968  -2.16157
H  -0.86523  -0.53557  -3.22003
H  -1.06330  -2.30085  -1.49631
H  0.45736  -1.44231  -1.31602
H  -1.93047  -0.91215  0.31937
H  -0.51573  -1.58710  0.80498
O  1.67903  3.20457  5.99243
C  2.40297  2.42571  5.04687
C  1.52465  2.11585  3.83026
C  2.46690  1.40155  2.86646
O  1.78940  0.73985  1.81036
C  0.42505  1.14390  4.30681
Se  -1.19021  0.87890  3.20797
C  0.97248  3.45532  3.27479
Se  1.10308  3.85615  1.32146
H  2.26279  3.41008  6.72642
H  2.72880  1.48366  5.50615
H  3.29448  2.97064  4.70580
H  3.04189  0.64102  3.40780
H  3.16041  2.12623  2.42906
H  1.98090  -0.27323  1.82596
H  0.04579  1.50096  5.26307
H  0.88087  0.16493  4.47578
H  1.50360  4.27872  3.74994
H  -0.07679  3.55083  3.54528
Cl  3.56857  -1.99186  -1.09787
C  3.81789  -3.02156  0.31989
C  4.87719  -3.90633  0.28970
C  5.11568  -4.73964  1.36779
C  4.25424  -4.65571  2.46526
C  3.20089  -3.77295  2.48549
C  2.91800  -2.88831  1.40877
C  1.85892  -1.94923  1.44925
H  5.50965  -3.93301  -0.58911
H  5.94287  -5.43545  1.35295
H  4.41162  -5.30002  3.32283
H  2.54969  -3.73226  3.35075
H  1.56333  -1.49250  0.50747
H  1.08751  -2.07970  2.20320
S  -4.07543  1.86466  -2.56176
P  -3.48459  3.13734  -1.16123
S  -2.88999  2.38619  0.61778
C  -2.13952  4.19412  -1.83280
C  -1.93719  4.29333  -3.20644
C  -0.91426  5.08742  -3.70571
C  -0.08140  5.78151  -2.83765
C  -0.27981  5.69018  -1.46825
C  -1.31188  4.90674  -0.96704
C  -4.79481  4.35768  -0.79195
C  -4.73252  5.10821  0.38069
C  -5.69462  6.07140  0.64014
C  -6.72702  6.28632  -0.26415
C  -6.79522  5.53446  -1.42698
C  -5.82986  4.57195  -1.69201
H  -2.58541  3.73639  -3.87236
H  -0.76243  5.15523  -4.77619
H  0.72584  6.38806  -3.22936
H  0.37735  6.19810  -0.77507
H  -1.44000  4.81526  0.10596
H  -3.94501  4.91723  1.09873
H  -5.64348  6.64765  1.55518
H  -7.48218  7.03450  -0.05624
H  -7.60401  5.69171  -2.12968
H  -5.87539  3.97114  -2.59143

Force components x, y, z for each atom (eV/Å):
Y 0.1 0.2 0.1
N 0.0 0.0 0.0
C 0.0 0.0 0.0
C 0.0 0.0 0.1
N 0.0 0.0 -0.1
C 0.0 0.0 0.0
C 0.0 0.0 0.0
N 0.1 0.0 0.0
H 0.0 0.0 0.0
H 0.0 0.0 0.0
H 0.0 0.0 0.0
H 0.0 0.0 0.0
H 0.0 0.0 0.0
H 0.0 0.0 0.0
H 0.0 0.0 0.0
H 0.0 0.0 0.0
H 0.0 0.0 0.0
H 0.0 0.0 0.0
H 0.0 0.0 0.0
H 0.0 0.0 0.0
H 0.0 0.0 0.0
O 0.0 0.0 0.0
C 0.1 0.0 0.0
C -0.1 0.0 0.0
C 0.1 -0.1 -0.1
O -0.1 0.1 0.0
C 0.0 0.0 0.0
Se 0.0 0.0 0.0
C 0.0 0.0 0.0
Se -0.1 -0.1 0.1
H 0.0 0.0 0.0
H 0.0 0.0 0.0
H 0.0 0.0 0.0
H 0.0 0.0 0.0
H 0.0 0.0 0.0
H 0.1 -0.1 0.0
H 0.0 0.0 0.0
H 0.0 0.0 0.0
H 0.0 0.0 0.0
H 0.0 0.0 0.0
Cl 0.1 -0.1 0.0
C -0.2 0.1 0.1
C 0.0 0.1 -0.2
C 0.0 -0.1 0.1
C 0.1 -0.1 0.0
C 0.0 0.0 -0.1
C 0.1 0.1 -0.2
C 0.1 0.2 0.0
H 0.0 0.0 0.0
H 0.0 0.0 0.0
H 0.0 0.0 0.0
H 0.0 0.0 0.0
H -0.1 -0.3 0.1
H -0.1 -0.1 0.0
S 0.0 0.0 0.0
P -0.1 -0.1 0.0
S 0.2 0.0 -0.1
C 0.0 0.0 0.1
C 0.0 0.0 0.0
C 0.0 0.0 0.0
C 0.0 0.0 0.0
C 0.0 -0.1 0.0
C 0.0 -0.1 0.0
C 0.1 0.0 0.1
C 0.0 0.0 0.0
C 0.0 0.0 0.0
C 0.0 0.0 0.0
C 0.0 0.0 0.0
C 0.0 0.0 0.0
H 0.0 0.0 0.0
H 0.0 0.0 0.0
H 0.0 0.0 0.0
H 0.0 0.0 0.0
H 0.0 0.0 -0.1
H 0.0 0.0 0.0
H 0.0 0.0 0.0
H 0.0 0.0 0.0
H 0.0 0.0 0.0
H 0.0 0.0 0.0

---

The following is a DFT calculation (wB97M-V/def2-TZVPD) of C28H39CuN10S as an isolated structure in a non-equilibrium geometry.

Values from the calculation:
- Charge: 0
- Kohn-Sham gap: 0.1513 Eh
- E_HOMO: -4.055 eV

Cartesian coordinates (Å):
Cu  -0.03190  0.54810  0.40350
C  1.80550  -0.90150  4.29230
C  1.66870  -0.51840  2.85170
N  0.48730  -0.13880  2.33030
N  -0.69470  -0.34670  2.88860
C  -1.66520  -0.54270  2.03850
N  -2.99340  -0.69050  2.46650
S  -1.30780  -1.07640  0.39610
C  2.66410  -0.62950  1.87560
C  4.00290  -1.04520  2.11550
C  4.89330  -1.12260  1.08720
C  4.46720  -0.79780  -0.21720
C  3.15180  -0.44270  -0.39810
N  2.24470  -0.38680  0.57390
H  0.80670  -1.05990  4.69230
H  2.28320  -0.10790  4.86820
H  2.39370  -1.80970  4.41530
H  -3.02120  -0.72590  3.47610
H  -3.61840  0.03010  2.12200
H  4.29830  -1.29670  3.12160
H  5.91950  -1.42090  1.25790
H  5.14890  -0.84760  -1.05040
H  2.78570  -0.20870  -1.39500
C  1.07250  3.61030  -1.82670
N  0.24320  3.12350  -0.74090
C  0.94670  2.20920  0.12230
C  -1.08940  2.89660  -0.93310
N  -1.62090  1.83990  -0.35550
C  -2.98560  1.70740  -0.09840
C  -3.74060  2.80820  0.29170
C  -5.12310  2.71860  0.41310
C  -5.76740  1.56270  0.04950
C  -5.03370  0.41130  -0.30200
C  -5.69610  -0.77060  -0.68010
C  -4.98530  -1.90500  -0.98260
C  -3.61250  -1.93670  -0.76360
C  -2.93550  -0.81440  -0.33090
N  -1.57750  -2.69800  0.74380
C  -0.77810  -3.64950  1.06960
N  0.46980  -3.87770  0.59210
C  1.42900  -4.64150  1.35790
C  1.00450  -2.96780  -0.38750
N  -1.26630  -4.64070  1.96950
C  -1.97780  -4.05430  3.09350
C  -2.05200  -5.65690  1.28930
C  -3.60850  0.43410  -0.24730
N  -1.75300  3.75900  -1.77050
C  -1.63880  5.18940  -1.60680
C  -2.89650  3.33580  -2.54090
H  1.83460  4.27930  -1.42580
H  0.47580  4.14340  -2.55930
H  1.57720  2.76990  -2.31690
H  1.90960  2.60800  0.41570
H  1.10280  1.28620  -0.35200
H  0.41690  1.98310  0.99900
H  -3.23430  3.74300  0.49350
H  -5.68570  3.58090  0.73970
H  -6.84510  1.50330  0.05330
H  -6.77350  -0.75990  -0.72650
H  -5.48800  -2.79330  -1.33160
H  -3.07060  -2.86110  -0.87480
H  0.89880  -5.25510  2.08300
H  2.11460  -3.96760  1.88260
H  2.00600  -5.28890  0.69490
H  0.30330  -2.86590  -1.21710
H  1.95230  -3.35120  -0.75760
H  1.18170  -1.96840  0.03700
H  -1.32240  -3.33120  3.57430
H  -2.21470  -4.85110  3.79780
H  -2.90000  -3.54350  2.79700
H  -1.46990  -6.05070  0.45840
H  -3.00360  -5.26330  0.90690
H  -2.26580  -6.46730  1.98700
H  -0.83440  5.42420  -0.91500
H  -2.57520  5.59630  -1.20690
H  -1.44470  5.67400  -2.56720
H  -2.89070  2.25700  -2.67000
H  -2.83190  3.80580  -3.52490
H  -3.84160  3.62900  -2.07480

Force components x, y, z for each atom (eV/Å):
Cu -0.5 -2.8 0.8
C 0.0 0.2 -0.3
C 0.4 -0.1 0.2
N -2.5 0.1 -0.1
N 2.8 -0.1 1.2
C -1.0 0.7 -1.7
N -0.7 -0.2 0.1
S -2.1 -1.5 1.6
C -0.9 0.1 -0.2
C 0.3 -0.1 0.1
C -0.2 0.0 0.0
C 0.3 0.0 -0.3
C 0.2 -0.1 0.4
N 1.0 0.4 -0.3
H -0.1 -0.1 0.1
H 0.0 0.0 0.2
H 0.1 -0.1 0.1
H 0.0 0.0 0.0
H 0.1 0.1 0.3
H 0.1 0.0 0.2
H 0.0 -0.1 0.1
H 0.1 0.0 -0.1
H 0.0 0.0 -0.1
C 0.1 0.1 -0.1
N -0.3 0.4 -0.1
C 1.2 3.6 -0.6
C -0.8 -0.8 0.4
N 0.7 0.4 -0.3
C 0.0 0.8 0.1
C 0.6 -0.6 0.0
C -0.6 -0.3 -0.2
C 0.1 0.4 0.2
C 0.4 0.1 0.1
C 0.2 -0.6 -0.1
C -0.7 0.5 -0.1
C 0.8 0.4 0.2
C -0.2 -0.5 -0.5
N -0.5 -1.0 -0.6
C 0.5 -0.2 -0.3
N -0.4 0.0 0.2
C 0.3 -0.3 0.2
C -0.1 0.3 0.0
N 0.0 0.1 0.0
C -0.1 0.1 0.0
C 0.1 0.0 0.0
C -0.2 0.2 -0.1
N 0.1 0.0 0.1
C 0.1 0.1 0.0
C -0.1 0.0 -0.2
H 0.0 0.0 -0.1
H 0.0 0.0 0.0
H 0.0 0.0 0.0
H 0.2 0.0 -0.1
H 2.1 -0.9 -2.3
H -0.6 1.5 2.4
H 0.0 0.0 0.0
H -0.1 0.1 0.0
H -0.1 0.0 0.0
H -0.2 0.0 0.0
H -0.1 -0.1 0.0
H 0.0 -0.1 0.1
H 0.1 0.1 -0.1
H 0.1 0.0 0.0
H 0.0 0.0 0.0
H 0.0 -0.1 -0.1
H 0.0 0.0 0.0
H 0.1 -0.3 -0.1
H 0.0 0.1 0.1
H 0.0 0.0 0.1
H 0.0 0.0 0.0
H 0.0 -0.1 -0.1
H 0.0 0.0 0.0
H 0.0 0.0 0.0
H 0.0 0.0 0.0
H 0.0 0.0 0.0
H 0.0 0.0 0.0
H 0.0 0.0 0.0
H 0.0 0.0 0.0
H 0.0 0.0 0.0

---

no.,energy (Ha)
1,-7844.51689
2,-7844.49399
3,-3676.30002